The following is a quantum chemistry calculation of 3 unconnected molecules or ions with the total composition C39H30NO7 in a non-equilibrium geometry, from OMol25.

Cartesian coordinates (Å):
O1 -5.71877 -2.45488 2.46351
C1 -4.78202 -1.83789 1.85976
O2 -3.75514 -2.58125 1.26412
C2 -4.82400 -0.20979 1.75614
C3 -4.19338 0.15667 0.32650
C4 -4.86611 1.41044 -0.41962
C5 -6.14410 1.00749 -1.34458
C6 -7.36230 0.72990 -0.34266
C7 -7.77375 1.93813 0.58099
C8 -8.90706 1.73794 1.60679
C9 -9.62775 0.35457 1.71192
C10 -9.23952 -0.80660 0.77007
C11 -8.09911 -0.63800 -0.26937
N1 -4.05836 0.35565 2.92954
O3 -4.87522 1.32563 3.51490
H1 -5.90886 0.11760 1.90142
H2 -4.22623 -0.72521 -0.41773
H3 -3.07898 0.40029 0.51430
H4 -4.07464 1.80110 -1.17221
H5 -5.08518 2.29685 0.27386
H6 -6.40179 1.95214 -1.93632
H7 -5.91999 0.15634 -2.06688
H8 -7.23129 2.95001 0.49687
H9 -9.25319 2.54939 2.33539
H10 -10.46344 0.25118 2.49556
H11 -9.77207 -1.80868 0.81153
H12 -7.77845 -1.47988 -0.98508
H13 -3.17542 0.79343 2.62853
H14 -4.92939 2.08480 2.87631
C12 -0.73193 6.94980 -2.62461
C13 0.57588 7.25750 -2.99368
C14 1.60508 6.36309 -2.72142
C15 1.33084 5.16151 -2.06739
C16 0.02513 4.86477 -1.67634
C17 -1.00830 5.75661 -1.96660
C18 -0.27152 3.61556 -0.93766
O4 -1.41087 3.35194 -0.59800
C19 0.83913 2.69541 -0.61033
C20 0.58215 1.54362 0.13457
C21 1.61650 0.66489 0.43636
C22 2.90923 0.92747 -0.01186
C23 3.17092 2.07716 -0.74987
C24 2.13721 2.96879 -1.04242
C25 2.43101 4.20697 -1.79766
O5 3.56298 4.44225 -2.18813
H15 -1.53618 7.64433 -2.84561
H16 0.79259 8.19485 -3.49608
H17 2.62115 6.60590 -3.01595
H18 -2.02821 5.52480 -1.67668
H19 -0.42323 1.33055 0.48447
H20 1.41483 -0.22749 1.02011
H21 3.71489 0.23683 0.21824
H22 4.18092 2.27878 -1.09230
C26 9.65303 -3.38746 -1.38760
C27 9.03676 -2.15066 -1.21028
C28 7.80714 -2.07132 -0.56610
C29 7.18345 -3.23189 -0.10724
C30 7.78911 -4.47251 -0.30649
C31 9.03153 -4.54701 -0.93786
C32 7.11481 -5.71658 0.13157
O6 7.64579 -6.80090 -0.03925
C33 5.78355 -5.62297 0.77140
C34 5.10991 -6.78917 1.13741
C35 3.86403 -6.71009 1.75120
C36 3.29067 -5.46705 2.01011
C37 3.95598 -4.30304 1.64212
C38 5.19977 -4.37911 1.01307
C39 5.88276 -3.13552 0.59339
O7 5.37952 -2.04738 0.81583
H23 10.61714 -3.44771 -1.88242
H24 9.51668 -1.24731 -1.57286
H25 7.33427 -1.10442 -0.42623
H26 9.51399 -5.50815 -1.08376
H27 5.55190 -7.76100 0.94163
H28 3.33969 -7.61841 2.03014
H29 2.32188 -5.40587 2.49536
H30 3.50194 -3.33779 1.84208

Cartesian forces (eV/Å) of the 2 atoms listed first:
O 1.5 2.4 -1.0
C 1.5 -4.6 -0.8

## Properties
HOMO-LUMO gap in eV: 3.828
Highest occupied orbital energy in eV: -3.704
2S+1: 1
Total charge: -1
Energy relative to the best compared isomer or geometry (same formula, charge and spin) in eV: 0.0000
Electronic energy in Ha: -2085.45231



The following is a quantum chemistry calculation of 13 unconnected molecules or ions with the total composition ClH24O16 in a non-equilibrium geometry, from OMol25.

Cartesian coordinates (Å):
Cl1 0.10175 -0.05619 -0.30453
O1 0.66990 -0.60791 -1.48761
O2 -1.24345 -0.55968 -0.09372
O3 0.87408 -0.39788 0.88228
O4 0.03176 1.39545 -0.48299
O5 0.63525 -3.75519 2.22577
H1 -0.15256 -3.37007 2.67286
H2 0.93536 -3.06070 1.63034
O6 -3.77518 1.45132 1.41046
H3 -4.19516 0.83476 0.80207
H4 -3.01451 0.96647 1.76530
O7 3.56626 1.85928 0.73555
H5 3.99391 1.48706 -0.04996
H6 2.65245 1.98783 0.45967
O8 0.78446 -3.62451 -1.63153
H7 0.68798 -2.69136 -1.39205
H8 1.72533 -3.79661 -1.53507
O9 3.91885 0.57250 -1.71369
H9 4.75640 0.54886 -2.18882
H10 3.26028 0.28889 -2.35821
O10 -1.40458 -2.13509 2.99136
H11 -1.35883 -1.21169 2.68744
H12 -2.31306 -2.41349 2.83831
O11 1.02879 -1.56462 4.23700
H13 0.14222 -1.85048 3.94411
H14 1.54416 -1.50012 3.42836
O12 -1.39241 1.51199 -3.85394
H15 -1.14799 2.12133 -4.55712
H16 -0.64997 1.53819 -3.23962
O13 1.13343 4.39495 -0.96306
H17 0.87434 3.49958 -1.21064
H18 0.72225 4.95833 -1.62534
O14 -2.55342 3.05033 -1.05542
H19 -1.83409 2.41768 -1.16821
H20 -2.79680 2.97024 -0.12407
O15 -1.31854 0.79287 2.86190
H21 -0.64865 0.89499 2.17301
H22 -0.81209 0.67975 3.67666
O16 -1.51132 -2.67665 -3.44283
H23 -1.05212 -2.33202 -4.21342
H24 -0.86447 -2.61841 -2.73057

Cartesian forces (eV/Å) of the 2 atoms listed first:
Cl -1.8 0.6 1.6
O 0.7 -0.8 -0.9

## Properties
HOMO-LUMO gap in eV: 10.129
Highest occupied orbital energy in eV: -7.861
2S+1: 1
Total charge: -1
Energy relative to the best compared isomer or geometry (same formula, charge and spin) in eV: 0.5913
Electronic energy in Ha: -1678.27965



The following is a quantum chemistry calculation of a molecular structure, C28H26FGe2NO5Pt in a non-equilibrium geometry, from OMol25.

Cartesian coordinates (Å):
Pt1 -0.15707 -0.15926 -1.87829
O1 5.71595 -1.72353 -1.20953
C1 4.44743 -1.38626 -1.53781
C2 4.08978 -0.07379 -1.83259
C3 2.77451 0.20193 -2.13581
N1 1.85087 -0.76040 -2.14766
C4 2.17906 -2.02772 -1.87106
C5 3.47548 -2.38238 -1.57027
C6 1.02666 -3.04684 -1.79563
O2 1.32380 -4.23674 -1.87043
O3 -0.12819 -2.54467 -1.60937
C7 2.30888 1.64371 -2.41194
O4 3.19067 2.45972 -2.67936
O5 1.05995 1.85331 -2.29662
H1 6.24966 -0.92254 -1.18344
H2 4.80571 0.73892 -1.82464
H3 3.71259 -3.41400 -1.35181
C8 -1.26315 -1.57848 3.58081
Ge1 -1.02000 -1.93664 1.63448
C9 -2.80499 -2.34162 0.89729
C10 0.05883 -3.58029 1.44973
Ge2 -0.13993 0.08924 0.52539
C11 -1.29434 1.61538 1.02028
C12 -0.83156 2.75658 1.67037
C13 -1.67655 3.83281 1.90309
C14 -3.00228 3.78106 1.49766
C15 -3.48199 2.64341 0.86159
C16 -2.63144 1.57698 0.62020
C17 1.66673 0.50452 1.21812
C18 2.33419 -0.35804 2.08551
C19 3.64335 -0.10992 2.47262
C20 4.31016 1.00803 1.98978
C21 3.65982 1.87681 1.12362
C22 2.35131 1.62427 0.73972
H4 -1.73524 -2.44384 4.04872
H5 -1.90499 -0.70837 3.72544
H6 -0.31301 -1.38601 4.08062
H7 -3.22923 -3.22533 1.37649
H8 -2.70001 -2.53533 -0.17035
H9 -3.48901 -1.50355 1.03667
H10 -0.37036 -4.37206 2.06683
H11 1.09883 -3.42896 1.74173
H12 0.04206 -3.90416 0.40975
H13 0.20071 2.80475 1.99868
H14 -1.29605 4.71824 2.39871
H15 -3.65882 4.62470 1.67256
H16 -4.51582 2.59252 0.54117
H17 -3.00142 0.70123 0.09529
H18 1.81925 -1.23430 2.46641
H19 4.14624 -0.79296 3.14679
H20 5.33218 1.20267 2.29224
H21 4.17362 2.74741 0.73395
H22 1.85366 2.29771 0.05015
F1 -6.04050 1.40579 -2.48313
C23 -4.73110 1.04377 -2.52178
C24 -4.41200 -0.29711 -2.44429
C25 -3.06941 -0.65696 -2.44388
C26 -2.05489 0.30642 -2.51634
C27 -2.43377 1.65056 -2.62796
C28 -3.77015 2.02829 -2.62938
H23 -5.19880 -1.03708 -2.36571
H24 -2.80484 -1.70631 -2.37652
H25 -1.67094 2.41726 -2.70167
H26 -4.07011 3.06745 -2.68516

Cartesian forces (eV/Å) of the 2 atoms listed first:
Pt 0.2 -0.3 -1.9
O 0.0 -0.1 0.0

## Properties
HOMO-LUMO gap (spin up / spin down) in eV: 6.248 / 7.184
Expectation value of S²: 0.754
Highest occupied orbital energy (spin up / spin down) in eV: -4.644 / -5.510
2S+1: 2
Total charge: -1
Energy relative to the best compared isomer or geometry (same formula, charge and spin) in eV: 1.1563
Electronic energy in Ha: -5886.67370



> Among the records above, which one has the highest 2S+1?

C28H26FGe2NO5Pt